Entry from the Open Molecules 2025 dataset: C33H43MnN5P2 as an isolated structure at a distorted geometry (ωB97M-V/def2-TZVPD).

Output
Spin multiplicity: 6
LUMO level (spin up / spin down), eV: -1.06 / -1.40
Relative energy (zero: lowest compared OMol25 entry of this formula, charge and spin), eV: 0.405
DFT total energy, eV: -92259.826
<S²>: 8.78
HOMO (spin up / spin down), hartree: -0.2275 / -0.2273

CARTESIAN COORDINATES (ANGSTROEM)
1 Mn -0.005 -1.736 3.095
2 C -1.341 2.173 3.490
3 C -1.514 1.130 2.672
4 C -1.040 1.103 1.226
5 C 0.190 0.331 0.766
6 C 1.302 0.254 1.792
7 C 1.630 1.279 2.632
8 C 1.087 2.664 2.605
9 C -0.173 3.095 3.439
10 C 1.573 -2.468 4.072
11 H -2.083 2.381 4.263
12 H -2.048 0.207 3.026
13 H -0.876 2.153 0.925
14 H -1.935 0.730 0.682
15 H -0.117 -0.665 0.424
16 H 0.563 0.794 -0.167
17 H 2.086 -0.479 1.516
18 H 2.436 1.079 3.358
19 H 0.872 2.957 1.568
20 H 1.925 3.281 2.984
21 H 0.113 3.382 4.458
22 H -0.518 4.034 2.992
23 H 1.368 -2.758 5.108
24 H 2.512 -1.914 3.946
25 H 1.496 -3.320 3.367
26 P 1.537 -1.043 -2.263
27 P -1.840 -0.239 -2.351
28 N 2.881 0.160 -2.580
29 N 2.351 -2.237 -3.306
30 N -1.885 1.512 -2.852
31 N -3.337 -0.926 -3.116
32 C 0.602 -0.302 -3.699
33 C -0.856 -0.733 -3.813
34 C 3.985 0.257 -1.730
35 C 5.006 0.931 -2.392
36 C 4.537 1.241 -3.701
37 C 3.228 0.770 -3.787
38 C 2.556 -3.541 -2.858
39 C 2.968 -4.314 -3.932
40 C 3.008 -3.472 -5.092
41 C 2.713 -2.185 -4.656
42 C -1.634 2.620 -2.029
43 C -1.628 3.784 -2.804
44 C -1.937 3.395 -4.151
45 C -2.009 2.003 -4.161
46 C -4.210 -0.388 -4.060
47 C -5.254 -1.287 -4.274
48 C -4.965 -2.462 -3.500
49 C -3.754 -2.244 -2.862
50 H 1.025 -0.572 -4.679
51 H 0.672 0.791 -3.608
52 H -1.231 -0.271 -4.739
53 H -0.975 -1.819 -3.964
54 H 3.890 -0.082 -0.709
55 H 5.974 1.159 -1.984
56 H 5.058 1.732 -4.503
57 H 2.484 0.912 -4.553
58 H 2.375 -3.751 -1.815
59 H 3.246 -5.354 -3.877
60 H 3.214 -3.761 -6.111
61 H 2.740 -1.248 -5.190
62 H -1.474 2.525 -0.964
63 H -1.402 4.794 -2.465
64 H -2.106 4.038 -5.011
65 H -2.108 1.317 -4.997
66 H -3.982 0.562 -4.513
67 H -6.125 -1.121 -4.890
68 H -5.571 -3.354 -3.417
69 H -3.139 -2.903 -2.260
70 C 1.316 1.146 5.877
71 C 0.108 0.317 6.000
72 C -0.690 0.390 7.171
73 C -1.773 -0.467 6.975
74 C -1.608 -1.056 5.695
75 C -2.532 -2.021 5.069
76 N -0.475 -0.563 5.093
77 H 1.761 1.261 6.887
78 H 1.084 2.181 5.561
79 H 2.106 0.760 5.222
80 H -0.431 1.013 8.022
81 H -2.589 -0.692 7.651
82 H -2.949 -2.684 5.856
83 H -3.389 -1.487 4.607
84 H -2.067 -2.681 4.295

---

Entry from the Open Molecules 2025 dataset: C33H43N6O6PdTe as an isolated structure (ωB97M-V/def2-TZVPD).

Output
Spin multiplicity: 6
LUMO level (spin up / spin down), eV: -4.40 / -7.86
Relative energy (zero: lowest compared OMol25 entry of this formula, charge and spin), eV: 2.447
DFT total energy, eV: -66897.530
<S²>: 8.79
Charge: +2
HOMO (spin up / spin down), hartree: -0.4877 / -0.4953

CARTESIAN COORDINATES (ANGSTROEM)
1 Pd -0.477 -0.008 0.318
2 O -0.010 1.199 2.265
3 C -0.940 2.202 2.739
4 C -0.647 3.528 2.073
5 C -0.605 3.380 0.551
6 C -1.882 2.788 0.026
7 C -3.032 3.571 0.006
8 C -4.204 3.068 -0.521
9 C -4.194 1.785 -1.050
10 C -3.031 1.054 -0.978
11 N -1.895 1.521 -0.425
12 H 0.880 1.546 2.396
13 H -0.859 2.259 3.824
14 H -1.926 1.813 2.491
15 H 0.310 3.916 2.433
16 H -1.402 4.258 2.371
17 H 0.241 2.755 0.257
18 H -0.454 4.350 0.075
19 H -2.984 4.584 0.384
20 H -5.103 3.670 -0.539
21 H -5.070 1.354 -1.513
22 H -2.976 0.053 -1.380
23 C -3.699 -2.443 2.958
24 N -3.305 -2.611 1.552
25 C -3.734 -3.680 0.818
26 C -3.338 -3.869 -0.454
27 C -2.442 -2.907 -1.015
28 N -2.067 -1.840 -0.307
29 C -2.460 -1.720 0.969
30 O -2.008 -0.741 1.632
31 N -1.974 -3.040 -2.254
32 H -4.677 -2.896 3.095
33 H -3.751 -1.384 3.182
34 H -2.969 -2.918 3.610
35 H -4.394 -4.363 1.334
36 H -3.669 -4.731 -1.012
37 H -2.182 -3.868 -2.784
38 H -1.161 -2.501 -2.506
39 O 0.610 -1.965 0.680
40 N 1.231 -2.240 -0.420
41 O 2.336 -2.750 -0.371
42 O 0.686 -1.944 -1.506
43 C 2.807 -0.389 2.224
44 C 2.927 0.168 0.835
45 O 3.993 0.551 0.382
46 N 1.789 0.352 0.017
47 Te 3.011 -0.068 -2.367
48 C 4.324 -0.924 -3.739
49 C 4.201 -0.620 -5.102
50 C 3.130 0.267 -5.670
51 C 5.134 -1.205 -5.949
52 C 6.126 -2.061 -5.480
53 C 7.127 -2.670 -6.417
54 C 6.177 -2.353 -4.119
55 C 5.276 -1.807 -3.215
56 C 5.349 -2.182 -1.761
57 C 3.036 1.959 -2.828
58 C 4.255 2.642 -2.741
59 C 5.557 1.970 -2.403
60 C 4.236 4.010 -2.990
61 C 3.066 4.687 -3.315
62 C 3.077 6.162 -3.592
63 C 1.878 3.964 -3.391
64 C 1.834 2.598 -3.151
65 C 0.517 1.881 -3.268
66 H 3.771 -0.830 2.465
67 H 2.020 -1.133 2.302
68 H 2.617 0.412 2.940
69 H 2.132 -0.094 -5.405
70 H 3.191 0.280 -6.756
71 H 3.223 1.297 -5.323
72 H 5.079 -0.990 -7.010
73 H 6.909 -2.422 -7.454
74 H 7.134 -3.756 -6.316
75 H 8.133 -2.315 -6.188
76 H 6.941 -3.028 -3.749
77 H 6.288 -2.691 -1.554
78 H 4.534 -2.855 -1.485
79 H 5.307 -1.313 -1.098
80 H 5.482 1.352 -1.503
81 H 6.328 2.714 -2.214
82 H 5.901 1.334 -3.221
83 H 5.169 4.560 -2.932
84 H 4.080 6.576 -3.505
85 H 2.430 6.694 -2.893
86 H 2.710 6.370 -4.598
87 H 0.962 4.477 -3.665
88 H -0.089 2.330 -4.055
89 H -0.052 1.953 -2.343
90 H 0.619 0.821 -3.513

---

Question: The highest DFT total energy belongs to which entry?
Answer: C33H43N6O6PdTe

---

Question: The lowest <S²> belongs to which entry?
Answer: C33H43MnN5P2

---

Question: The highest <S²> belongs to which entry?
Answer: C33H43N6O6PdTe

---

Question: DFT total energy of number 2 (C33H43N6O6PdTe)?
Answer: -66897.530 eV